(1)
Computed, not measured: a molecular structure, C14H18Cl2N2O2 in a non-equilibrium geometry, with ωB97M-V with the def2-TZVPD basis set.

Properties
Energy relative to the best compared isomer or geometry (same formula, charge and spin) = 257.84 kcal per mole
LUMO = -1.3 eV
Molecular weight = 317.2 g mol⁻¹
Gap between HOMO and LUMO = 7.2 eV
HOMO level = -8.42 eV
E = -1724.21641 hartree
Charge = 0
Maximum force = 16.8 eV Å⁻¹

Structure (XYZ):
```
38
Properties=species:S:1:pos:R:3:forces:R:3:lowdin_charge:R:1
C -2.8167 -2.5275 -0.9369 -0.38 4.52 -2.34 -0.08
C -1.7804 -2.3212 0.1594 -9.28 3.57 0.44 -0.22
H -1.9992 -2.9504 0.9156 -0.80 -2.62 2.54 0.09
C -2.0179 -0.9373 0.7286 -1.17 -2.50 0.76 -0.40
N -1.6999 -0.0923 -0.3933 -0.24 3.53 1.37 0.06
C -2.6031 0.9783 -0.5904 -0.91 0.38 -1.15 -0.30
O -3.8070 1.0365 -0.1736 4.78 0.03 -1.66 0.00
C -1.8898 2.0879 -1.7185 0.79 -2.03 4.46 0.00
H -1.7717 1.6076 -2.6639 0.76 -0.15 -0.47 0.10
H -2.4784 2.8896 -1.7244 -3.10 2.90 -0.55 0.05
O -0.7056 2.7884 -1.0886 0.94 -2.91 -1.46 -0.12
N 0.2516 1.7396 -1.1931 3.26 -2.31 1.08 -0.03
C 1.4958 1.8438 -0.7272 -8.09 12.30 -0.44 -0.16
C 2.6024 1.1858 -0.4945 4.79 -7.24 -2.68 -0.25
C 2.4501 -0.2250 -1.1460 3.88 3.68 5.29 0.07
C 3.4266 -1.1439 -0.8143 1.48 3.46 0.02 -0.07
C 4.7345 -0.8789 -0.3120 -11.48 12.32 0.19 -0.91
C 4.8206 0.5162 0.2066 -1.40 -0.64 -2.63 -0.08
C 3.9099 1.5739 -0.0231 -3.00 -2.53 0.79 -0.58
Cl 4.0213 3.1016 0.7844 0.61 -0.14 -0.34 0.70
H 5.7458 0.8687 0.4788 2.26 0.33 1.19 0.06
Cl 5.8893 -1.7338 -0.1030 9.74 -8.28 1.35 1.02
H 3.3802 -1.9999 -1.2650 -0.82 -5.53 -2.13 0.04
H 1.4618 -0.4447 -1.2985 -2.06 -0.95 -1.35 0.07
H 1.6186 3.2109 -0.4948 -0.10 -3.79 -0.15 0.19
H -0.6673 0.1664 -0.5259 -2.11 -0.18 -0.02 0.13
C -1.1766 -0.9153 1.9923 1.64 10.00 -5.35 -0.07
C -1.3048 0.8109 2.5909 -0.57 -5.67 3.05 -0.02
H -0.8081 0.6936 3.6285 0.17 1.02 -1.97 0.07
H -2.3449 0.7883 2.9667 0.14 0.72 -0.98 0.05
H -1.0252 1.5390 1.8777 0.37 0.71 -0.34 0.02
H -0.1742 -0.9155 1.5837 0.67 -0.72 0.79 0.09
H -1.4248 -1.4555 2.7449 -1.50 -3.92 4.50 0.03
H -3.1425 -0.8444 0.9939 1.91 0.05 -0.65 0.17
H -0.9306 -2.5312 -0.1459 8.34 -1.33 -2.90 0.03
H -3.8599 -2.1799 -0.6818 1.13 -0.69 0.15 0.09
H -2.6197 -1.8143 -1.9896 -0.16 -2.33 3.02 0.15
H -2.7602 -3.5159 -1.1475 -0.50 -3.08 -1.41 0.01
```
Positions in Å, forces in eV/Å.


(2)
Computed, not measured: a molecular structure, C14H18ClHfN5O4Se in a non-equilibrium geometry, with ωB97M-V with the def2-TZVPD basis set.

Properties
Energy relative to the best compared isomer or geometry (same formula, charge and spin) = 0.00 kcal per mole
LUMO = -7.1 eV
Molecular weight = 613.2 g mol⁻¹
Gap between HOMO and LUMO = 7.1 eV
HOMO level = -14.21 eV
E = -4028.36390 hartree
Charge = +2
Maximum force = 1.8 eV Å⁻¹

Structure (XYZ):
```
44
Properties=species:S:1:pos:R:3:forces:R:3:lowdin_charge:R:1
Hf -1.0827 -0.6675 0.9103 0.23 0.30 -0.23 1.70
N 1.2175 -0.4544 1.4114 0.33 0.52 -0.10 0.01
C 1.4314 1.0237 1.2061 0.11 -0.36 -0.30 -0.26
C 2.8847 1.4486 1.0231 0.23 -0.11 0.24 -0.13
C 3.6081 1.0210 -0.2753 -0.16 -0.05 0.00 -0.14
C 4.1149 2.2140 -1.0869 0.06 0.28 -0.06 -0.14
N 3.0849 2.9476 -1.8267 0.07 -0.08 0.16 0.09
C 2.5954 2.6260 -3.0169 -0.01 -0.03 -0.11 -0.43
N 1.4341 3.1463 -3.4081 0.05 -0.02 -0.01 0.23
N 3.2508 1.7852 -3.8248 -0.01 0.04 -0.02 0.22
C 0.5765 1.4998 0.0231 -0.49 -0.84 -0.26 -0.52
O 0.7021 2.5950 -0.4404 -0.06 0.20 -0.17 0.12
O -0.3137 0.5791 -0.4259 0.96 1.47 0.24 -0.17
H 1.4975 -0.7117 2.3575 -0.04 -0.01 0.02 0.10
H 1.8393 -0.9672 0.7880 -0.03 -0.04 -0.01 0.12
H 1.0545 1.5260 2.0969 -0.12 0.03 0.09 0.16
H 3.4241 1.0635 1.8915 0.08 0.08 -0.03 0.13
H 2.9105 2.5347 1.1194 -0.04 0.00 0.02 0.13
H 2.9833 0.3778 -0.9082 -0.01 0.07 0.00 0.12
H 4.4883 0.4278 -0.0251 -0.04 -0.04 0.04 0.12
H 4.9208 1.9301 -1.7613 -0.04 -0.09 -0.04 0.12
H 4.5555 2.9413 -0.4054 0.10 -0.02 -0.03 0.14
H 2.5129 3.5729 -1.2797 -0.04 -0.04 0.02 0.14
H 0.8285 3.5977 -2.7418 -0.02 -0.03 0.05 0.12
H 1.0821 3.0056 -4.3394 0.03 0.03 -0.02 0.14
H 4.2219 1.5801 -3.6633 0.00 0.02 0.00 0.12
H 2.9151 1.6318 -4.7614 -0.01 -0.04 0.01 0.14
Cl -6.9022 -4.7870 1.2391 0.06 0.07 -0.01 0.76
C -5.6994 -3.5886 0.9641 -0.40 0.04 0.03 -0.64
C -6.0844 -2.2424 0.8095 -0.14 0.08 0.00 0.00
C -5.1701 -1.2360 0.5760 -0.34 0.02 -0.01 0.04
C -3.8267 -1.5392 0.4986 0.72 0.43 -0.25 -0.27
O -2.9254 -0.5725 0.2442 -1.10 -0.84 0.02 -0.18
C -3.4119 -2.8974 0.6626 -0.06 -0.37 0.08 -0.12
C -2.0964 -3.3497 0.5961 0.61 0.47 -0.15 -0.06
O -1.0310 -2.6090 0.4633 -0.81 -1.18 -0.06 -0.15
C -4.3873 -3.9161 0.8878 0.28 -0.07 -0.04 -0.02
H -7.1384 -1.9987 0.8706 0.02 -0.01 0.00 0.13
H -5.4833 -0.2100 0.4436 -0.03 -0.02 0.01 0.14
H -1.9163 -4.4182 0.6576 0.09 -0.10 0.00 0.16
H -4.0684 -4.9466 1.0025 -0.02 0.08 -0.01 0.13
Se -0.2479 -2.3116 4.8348 -0.19 0.29 -0.23 0.78
C -0.9566 -1.2052 3.7174 0.36 -0.39 0.58 -0.95
N -1.3924 -0.4464 2.8957 -0.18 0.25 0.53 -0.12
```
Positions in Å, forces in eV/Å.


(3)
Computed, not measured: a molecular structure, C14H18CoF5N5O13P2, with ωB97M-V with the def2-TZVPD basis set.

Properties
Energy relative to the best compared isomer or geometry (same formula, charge and spin) = 0.00 kcal per mole
LUMO (spin up / spin down) = 3.7 / 4.1 eV
Molecular weight = 680.2 g mol⁻¹
Gap between HOMO and LUMO (spin up / spin down) = 4.8 / 8.1 eV
<S²> = 3.7988
HOMO level (spin up / spin down) = -1.08 / -4.02 eV
E = -4361.27276 hartree
Multiplicity = 4
Charge = -2
Maximum force = 0.9 eV Å⁻¹

Structure (XYZ):
```
58
Properties=species:S:1:pos:R:3:forces:R:3:lowdin_charge:R:1
Co 0.5068 1.2378 1.6702 -0.77 0.28 0.38 0.71
O 3.0788 2.4836 0.3945 0.04 -0.06 -0.07 -0.16
P 2.6698 3.2205 1.7784 -0.04 0.03 0.01 0.24
O 3.0900 4.6231 1.7684 0.01 -0.01 0.18 -0.27
O 1.1663 2.9484 1.9815 0.18 0.19 -0.04 -0.32
O 3.4559 2.3176 2.8601 -0.06 -0.09 -0.05 -0.25
P 3.2034 0.7071 3.0619 -0.04 0.06 0.02 0.25
O 3.7574 0.1558 1.6444 0.09 0.01 -0.02 -0.17
O 3.9808 0.2372 4.2092 -0.02 0.04 -0.02 -0.27
O 1.6916 0.4801 3.0130 0.37 -0.17 -0.23 -0.30
H 3.5105 1.6226 0.5810 -0.03 0.09 0.01 0.05
H 3.0470 -0.3434 1.1632 -0.03 -0.02 0.08 0.03
C -0.1887 2.7793 -3.4180 0.01 -0.10 -0.02 -0.07
N 0.2785 1.6752 -2.5914 0.09 0.07 0.03 -0.17
C 1.7301 1.5549 -2.5507 -0.05 0.02 -0.10 -0.06
C -0.3831 1.5295 -1.3656 -0.05 -0.02 0.02 -0.39
N 0.2300 1.7876 -0.2442 0.12 -0.17 -0.09 0.14
N -1.6698 1.1429 -1.4463 0.03 -0.11 0.09 -0.11
C -2.2688 0.6400 -2.6792 0.03 0.01 0.10 -0.04
C -2.5208 1.1471 -0.2567 -0.01 0.19 -0.19 -0.02
H 0.2867 3.7240 -3.1235 0.01 0.01 0.01 0.09
H -1.2665 2.8927 -3.3226 0.05 0.01 -0.02 0.07
H 0.0464 2.5853 -4.4669 0.01 0.00 0.00 0.09
H 2.0813 1.3145 -3.5564 -0.01 0.03 0.01 0.09
H 2.0151 0.7456 -1.8795 -0.03 0.00 -0.02 0.09
H 2.2265 2.4761 -2.2212 0.00 0.00 0.02 0.09
H 1.1390 2.2036 -0.4221 -0.05 0.13 -0.06 0.04
H -1.4881 0.3563 -3.3774 0.02 0.00 -0.02 0.09
H -2.9085 1.3967 -3.1493 0.00 -0.03 0.03 0.08
H -2.8691 -0.2402 -2.4515 -0.04 -0.08 0.04 0.06
H -2.0127 0.7079 0.5860 0.10 -0.12 0.12 0.04
H -3.4003 0.5439 -0.4707 -0.02 0.01 -0.01 0.10
H -2.8239 2.1641 0.0062 0.01 -0.01 -0.02 0.10
F -1.7064 2.7185 2.6334 -0.01 0.00 -0.07 0.04
C -1.0888 1.5361 2.9563 0.31 -0.12 -0.22 -0.35
F -2.0473 0.5651 2.8644 -0.10 0.08 0.00 0.05
C -0.7594 1.6244 4.4545 0.04 0.06 -0.25 -0.60
F -1.8464 2.0520 5.1435 -0.05 0.01 0.13 0.12
F 0.2219 2.4895 4.6972 0.00 0.01 0.11 0.16
F -0.4302 0.4329 4.9461 0.04 -0.03 0.08 0.16
O 1.7678 -0.9252 0.2632 -0.07 -0.19 0.06 0.01
C 0.5868 -1.1989 0.5411 -0.02 0.35 -0.17 -0.51
O -0.1919 -0.4492 1.2295 -0.10 -0.39 0.06 -0.07
C -0.0542 -2.4389 -0.0104 -0.12 0.07 0.09 -0.11
C 0.6526 -3.6357 0.0043 0.23 -0.16 -0.07 0.03
C 0.0086 -4.7608 -0.5013 0.03 0.04 0.04 -0.15
C -1.2627 -4.7382 -1.0247 -0.01 -0.11 -0.01 0.07
C -1.9516 -3.5129 -1.0652 0.12 -0.01 0.06 -0.16
C -1.3362 -2.3625 -0.5297 0.04 -0.07 0.04 0.07
N -3.2139 -3.4553 -1.6172 -0.40 0.06 -0.20 -0.41
O -3.7567 -4.5339 -2.0440 0.16 0.41 0.11 -0.11
O -3.8007 -2.3117 -1.6928 0.17 -0.29 0.00 -0.13
N 0.7321 -6.0506 -0.4823 -0.06 0.23 0.01 -0.36
O 1.9014 -6.0428 -0.1473 0.14 0.02 0.06 0.05
O 0.1358 -7.0596 -0.8041 -0.14 -0.13 -0.07 0.05
H 1.6598 -3.6981 0.3877 -0.04 0.05 -0.01 0.12
H -1.7321 -5.6306 -1.4020 -0.04 0.01 -0.03 0.11
H -1.8799 -1.4311 -0.5250 0.00 -0.06 0.03 0.09
```
Positions in Å, forces in eV/Å.